The following is a DFT calculation (ωB97M-V with the def2-TZVPD basis set) of a molecular structure, C33H28Cl5MnN4O4PSSi at a distorted geometry.

Last column: Löwdin charge in e.
Atoms and positions in Å:
H (-2.35, 0.02, 2.98)  0.114
Si (0.91, -1.16, -2.30)  -0.508
H (5.00, -3.87, -2.51)  0.115
C (0.11, 4.50, -1.02)  -0.021
H (-4.99, -5.27, -1.56)  0.116
H (-2.17, 1.91, -0.84)  0.073
N (1.97, -0.05, 1.03)  0.015
H (-1.42, -0.78, 5.11)  0.117
C (-1.63, -0.78, 2.98)  -0.065
C (-5.28, 0.98, 1.26)  -0.056
H (-4.71, -3.29, -3.02)  0.112
C (-4.24, 0.07, 1.11)  -0.082
C (-3.11, 0.41, 0.37)  -0.373
H (0.25, -2.61, 5.13)  0.113
C (-2.76, -2.30, -0.43)  -0.361
H (5.26, -0.01, -0.67)  0.118
H (6.09, -1.67, -2.32)  0.117
H (-4.00, 3.53, -0.57)  0.108
Cl (5.55, -0.01, 2.33)  0.874
Cl (-0.28, 0.68, -2.87)  0.215
C (-1.10, -1.24, 4.18)  -0.045
H (-6.15, 0.71, 1.84)  0.112
Mn (0.39, 0.18, -0.40)  0.379
C (-5.18, 2.23, 0.66)  -0.058
H (-2.42, -3.47, 1.34)  0.100
C (-0.25, -2.36, 1.79)  -0.147
C (-4.36, -4.45, -1.24)  -0.054
N (2.11, 2.87, -3.51)  0.029
C (3.00, 1.06, 2.70)  -0.025
C (3.34, 1.98, 3.84)  -0.489
H (-0.05, 3.68, -0.32)  0.059
C (1.38, 3.69, -4.46)  -0.109
C (-3.71, -4.49, -0.02)  -0.058
Cl (-3.25, -0.93, -2.73)  0.702
C (0.59, 4.63, -3.53)  -0.086
C (3.15, -2.58, 0.01)  -0.038
C (-4.21, -3.34, -2.07)  -0.092
C (0.47, 1.51, 2.06)  -0.522
H (0.09, -2.79, 0.86)  0.098
H (2.35, -2.83, 0.70)  0.098
C (1.65, 3.01, -2.26)  -0.814
C (-1.22, -1.35, 1.78)  -0.384
C (-2.91, -3.42, 0.38)  -0.071
Cl (-0.17, -2.72, -3.03)  0.315
C (4.81, -0.99, -0.74)  -0.040
H (0.72, 5.26, -0.53)  0.104
C (-3.42, -2.29, -1.66)  -0.665
H (3.14, -4.47, -0.99)  0.115
C (3.76, -1.34, 0.09)  -0.234
P (-1.82, -0.83, 0.14)  1.060
O (2.34, 2.63, 4.41)  0.146
C (4.65, -3.16, -1.77)  -0.077
O (0.10, 2.14, 3.02)  0.118
H (2.66, 2.06, -3.76)  0.109
C (3.92, 0.25, 2.04)  -0.563
H (1.00, 5.64, -3.51)  0.131
C (1.81, 0.84, 2.01)  -0.152
C (5.26, -1.92, -1.67)  -0.074
C (-4.06, 2.56, -0.09)  -0.058
C (-0.16, -2.26, 4.19)  -0.055
H (-5.99, 2.94, 0.77)  0.112
H (2.06, 4.23, -5.12)  0.122
C (0.27, -2.82, 2.99)  -0.067
H (1.47, 2.44, 4.00)  0.069
N (3.27, -0.40, 1.05)  -0.052
H (-3.82, -5.34, 0.63)  0.113
N (0.76, 3.99, -2.22)  -0.141
H (-0.47, 4.68, -3.79)  0.127
H (-4.32, -0.92, 1.57)  0.116
O (4.48, 2.09, 4.21)  0.108
H (1.00, -3.62, 3.00)  0.111
H (0.71, 3.07, -5.07)  0.117
O (-0.24, 1.33, 0.97)  -0.211
C (-3.03, 1.65, -0.24)  -0.104
Cl (2.48, -0.89, -3.57)  0.321
H (-0.84, 4.94, -1.30)  0.096
C (3.60, -3.50, -0.93)  -0.069
S (2.19, 2.11, -0.92)  0.724

Values from the calculation:
* orbital gap (alpha / beta): 6.41 / 8.26 eV
* multiplicity: 5
* total charge: +1
* calculated total energy: -170761.5224 eV
* ΔE to the lowest compared entry with this formula, charge and spin: 1.2 kcal/mol
* LUMO energy (alpha / beta): -5.1 / -3.3 eV

---

The following is a DFT calculation (ωB97M-V with the def2-TZVPD basis set) of a molecular structure, C33H28N7O4PdS.

Last column: Löwdin charge in e.
Atoms and positions in Å:
N (-1.74, 1.88, 3.23)  0.034
N (-0.49, -0.47, 0.00)  -0.238
H (3.24, 2.66, -6.10)  0.112
H (1.51, -1.32, -2.16)  0.158
O (-2.74, -1.39, 0.10)  -0.314
H (1.56, 3.43, -4.46)  0.113
H (0.33, -3.77, -5.75)  0.095
H (-2.80, 1.79, 0.78)  0.044
H (-2.15, -1.39, -2.57)  0.121
H (2.61, -2.16, 3.69)  0.120
C (1.33, -1.23, 5.13)  -0.027
C (3.04, -2.00, -0.11)  -0.064
N (3.04, -0.67, -0.78)  0.016
H (-6.90, 2.51, -0.11)  0.107
H (4.05, -2.40, -0.12)  0.156
H (1.03, 2.05, -2.49)  0.120
O (2.67, -1.84, 1.23)  0.038
C (-6.30, 3.06, 1.88)  -0.070
C (-0.37, 0.15, 4.21)  -0.167
O (-0.91, -2.66, 1.24)  -0.294
H (-4.25, 1.59, 4.91)  0.134
N (0.81, -3.97, -4.89)  0.108
H (0.31, -4.08, -0.36)  0.116
C (3.35, 0.05, -3.95)  -0.027
C (-1.49, 1.14, 4.24)  -0.301
H (2.35, -2.65, -0.65)  0.131
C (2.03, -0.39, -1.90)  0.003
H (3.85, -0.90, -3.82)  0.122
H (-0.14, -0.14, 6.32)  0.124
H (-3.39, 2.94, 5.69)  0.132
H (5.08, 1.98, -0.26)  0.122
C (3.01, 2.05, -5.23)  -0.061
C (0.01, -3.67, -1.31)  -0.088
C (-1.38, -2.16, -2.56)  -0.055
C (-6.09, 2.54, 0.61)  -0.077
C (4.24, 0.11, -0.67)  -0.001
H (-4.65, 1.67, -0.72)  0.110
C (2.07, 2.49, -4.31)  -0.053
H (2.86, 3.06, 0.25)  0.129
Pd (-1.19, 0.87, 1.48)  0.718
C (-5.26, 3.08, 2.79)  -0.045
C (4.17, 1.40, -0.36)  0.026
C (1.77, 1.71, -3.20)  -0.017
C (-4.83, 2.08, 0.26)  -0.065
C (1.77, -1.50, 3.86)  0.025
S (-1.38, -1.84, 0.15)  0.568
C (0.19, -3.59, -3.72)  -0.328
N (1.75, 1.42, -0.14)  0.189
C (-0.82, -2.61, -3.73)  -0.025
O (-2.25, 1.26, 5.32)  0.048
C (-3.33, 2.17, 4.93)  -0.040
C (1.09, -0.93, 2.76)  -0.188
C (1.46, -1.21, 1.41)  -0.163
H (-5.43, 3.49, 3.78)  0.118
H (5.15, -0.44, -0.85)  0.143
C (-3.78, 2.12, 1.17)  -0.050
C (0.23, -0.38, 5.33)  0.022
C (0.58, -4.13, -2.49)  -0.042
H (1.33, -4.91, -2.46)  0.114
C (-0.98, -2.70, -1.34)  -0.296
C (-3.99, 2.60, 2.46)  -0.175
H (1.83, -1.67, 5.98)  0.118
C (2.87, 2.03, -0.07)  -0.066
C (1.71, 0.08, -0.55)  -0.332
H (-2.60, 3.74, 3.60)  0.158
H (4.37, 0.48, -5.79)  0.112
C (-2.92, 2.69, 3.53)  -0.219
H (-1.15, -2.20, -4.68)  0.116
C (2.42, 0.50, -3.02)  -0.190
N (0.04, -0.13, 2.97)  0.078
H (-7.27, 3.45, 2.16)  0.108
N (0.89, -0.80, 0.20)  -0.079
C (3.66, 0.83, -5.06)  -0.060
H (1.29, -4.85, -4.89)  0.095

Values from the calculation:
* orbital gap (alpha / beta): 5.64 / 6.86 eV
* multiplicity: 3
* total charge: +1
* calculated total energy: -67601.0235 eV
* ΔE to the lowest compared entry with this formula, charge and spin: 110.6 kcal/mol
* LUMO energy (alpha / beta): -3.5 / -3.5 eV

---

The following is a DFT calculation (ωB97M-V with the def2-TZVPD basis set) of a molecular structure, C33H28N9OS3Tl.

Last column: Löwdin charge in e.
Atoms and positions in Å:
S (1.41, 0.16, -2.85)  0.441
C (6.76, 0.57, 1.96)  -0.143
H (6.04, 0.17, 3.95)  0.087
C (-1.35, -3.70, -2.20)  -0.080
C (5.68, 0.22, -2.23)  -0.031
N (-2.12, -1.37, 2.45)  -0.024
H (3.93, -3.44, -5.48)  0.098
H (7.80, 0.65, 2.25)  0.077
C (5.77, 0.31, 2.91)  -0.131
C (-4.38, -3.90, 3.85)  -0.050
H (-2.54, -3.97, 2.74)  0.104
N (-5.38, -2.39, 0.00)  0.009
N (-3.04, -1.65, -1.36)  0.123
N (-7.97, -2.41, 2.33)  0.095
H (4.33, -3.70, -7.91)  0.089
C (6.37, 0.72, 0.64)  -0.082
C (-6.50, -3.76, 5.01)  -0.266
C (2.29, -0.68, -6.57)  -0.290
H (0.99, -0.91, 1.61)  0.071
H (-8.38, -3.33, 2.24)  0.089
O (2.76, 0.29, 0.91)  -0.329
N (-0.91, -0.02, 1.17)  0.036
H (-5.09, -4.27, -0.76)  0.102
C (-0.80, -1.76, 2.59)  -0.064
C (-2.12, -0.31, 1.59)  -0.164
C (2.52, -0.84, -7.93)  -0.061
C (3.76, -2.86, -7.54)  -0.117
C (5.04, 0.66, 0.23)  -0.117
H (-4.48, -4.97, 3.93)  0.110
H (-1.53, -0.36, -1.90)  0.090
H (-4.13, -0.07, 3.56)  0.102
N (3.74, 1.52, -1.59)  -0.059
H (3.42, -2.02, -9.48)  0.091
C (-4.73, -3.25, -0.67)  -0.143
C (2.81, -1.64, -5.69)  -0.044
H (-0.70, -4.50, -2.52)  0.099
C (2.60, 1.21, -3.53)  -1.128
C (-3.23, -1.95, 3.10)  -0.207
C (-0.94, -2.38, -2.28)  -0.074
C (1.51, 0.49, -6.05)  -0.484
S (2.54, 1.75, -5.25)  0.852
C (-5.36, -1.68, 4.28)  -0.754
C (-6.89, -2.15, 1.56)  -0.299
H (5.09, -0.44, -2.88)  0.077
H (0.99, 1.00, -6.86)  0.065
H (0.03, -2.10, -2.65)  0.038
C (4.44, 0.22, 2.54)  -0.034
C (-0.08, -0.93, 1.78)  -0.143
C (-2.61, -3.98, -1.70)  -0.052
H (3.67, 0.02, 3.27)  0.104
H (-0.52, -2.55, 3.25)  0.109
H (-7.94, -2.02, 3.27)  -0.004
H (-2.97, -5.00, -1.61)  0.098
C (3.53, -2.71, -6.17)  -0.087
C (-5.39, -3.09, 4.39)  -0.294
H (2.12, -0.10, -8.62)  0.103
H (2.63, -1.52, -4.63)  0.068
C (-4.22, -1.15, 3.63)  -0.072
H (6.46, -0.37, -1.76)  0.064
C (3.25, -1.92, -8.42)  -0.109
H (0.77, 0.18, -5.30)  0.026
C (-3.42, -2.93, -1.28)  -0.287
N (-7.35, -4.34, 5.53)  0.124
H (7.13, 0.93, -0.10)  0.099
N (-6.55, -2.89, 0.57)  -0.014
H (6.11, 0.98, -2.87)  0.082
H (-6.35, -1.25, 1.82)  0.110
N (3.64, 1.72, -2.96)  -0.118
C (-1.83, -1.40, -1.85)  -0.140
C (4.75, 0.84, -1.21)  -0.286
C (4.01, 0.40, 1.19)  -0.400
S (-6.63, -0.66, 4.86)  0.446
H (-3.04, 0.16, 1.28)  0.130
C (-3.30, -3.35, 3.19)  -0.041
Tl (1.38, 1.79, -0.31)  0.715

Values from the calculation:
* orbital gap: 6.59 eV
* total charge: -2
* calculated total energy: -87335.6222 eV
* ΔE to the lowest compared entry with this formula, charge and spin: 0.0 kcal/mol
* LUMO energy: 3.8 eV

---

Molar mass across the listed records, respectively: 867.9 725.1 867.2 g/mol.